No. 1
C2H10N2O | ωB97M-V/def2-TZVPD

Atoms and positions in Å:
N (1.662, -1.627, -0.572)
C (1.787, -0.238, -0.188)
N (1.180, 0.721, -1.126)
H (0.698, -1.919, -0.499)
H (1.808, -1.591, -1.585)
H (1.520, -0.035, 0.835)
H (2.871, 0.008, -0.250)
H (0.290, 0.399, -1.513)
H (1.930, 0.891, -1.852)
C (-2.440, 0.863, 1.336)
O (-2.454, -0.385, 0.626)
H (-3.417, 1.208, 1.059)
H (-2.176, 0.657, 2.392)
H (-1.737, 1.587, 0.919)
H (-1.521, -0.537, 0.418)

Atomic forces in eV per Å
N -0.109 0.044 -0.492
C 1.314 0.784 -0.961
N 1.309 0.304 -0.434
H -0.282 -0.186 0.279
H 0.212 -0.483 0.275
H -0.572 -0.240 0.396
H -0.567 -0.206 0.311
H 0.598 0.143 -0.095
H -1.942 -0.179 0.719
C 0.123 -0.738 -0.343
O 1.416 0.051 -0.255
H -0.631 0.740 1.078
H -0.697 0.556 -0.377
H 0.217 -0.136 -0.042
H -0.390 -0.454 -0.056

The value obtained for the maximum force is 0.040 hartree/bohr. The calculation puts the HOMO energy at -9.2 eV. The energy above the lowest of the compared OMol25 structures with the same formula, charge and spin is 1.220 eV. The HOMO-LUMO gap comes out at 10.0 eV.

=====

No. 2
C2H10N2O | ωB97M-V/def2-TZVPD

Atoms and positions in Å:
N (-2.250, 0.503, -1.227)
C (-0.902, -0.152, -0.972)
C (0.128, 0.648, -0.244)
N (1.291, -0.079, 0.277)
H (-2.257, 1.433, -1.483)
H (-2.769, -0.066, -1.869)
H (-0.480, -0.236, -2.196)
H (-0.974, -1.206, -0.663)
H (0.378, 1.540, -0.906)
H (-0.292, 1.207, 0.703)
H (1.892, 0.596, 0.808)
H (1.640, -0.830, -0.371)
H (1.385, -1.217, 1.976)
H (1.284, -0.870, 3.358)
O (1.927, -1.270, 2.809)

Atomic forces in eV per Å
N 3.832 -4.095 0.129
C -0.763 0.528 -2.223
C 0.374 2.876 1.769
N -1.115 -0.195 -0.928
H -0.097 2.937 -0.114
H -1.064 -0.460 -0.023
H -1.220 0.130 2.507
H -0.435 0.336 -0.089
H 0.035 -0.937 0.446
H 0.116 -1.206 -1.713
H -0.125 -1.599 -1.189
H 0.411 1.721 1.172
H 1.178 -0.317 0.623
H -0.711 0.619 1.774
O -0.417 -0.338 -2.141

Its expectation value of S² is 0.756. The value obtained for the maximum force is 0.109 hartree/bohr. The calculation puts the HOMO energy (alpha / beta) at -13.6 / -13.6 eV. The energy above the lowest of the compared OMol25 structures with the same formula, charge and spin is 2.048 eV. The total charge is +1. The spin multiplicity is 2. The HOMO-LUMO gap (alpha / beta) comes out at 9.7 / 4.4 eV.

=====

No. 3
C2H10N2O2 | ωB97M-V/def2-TZVPD

Atoms and positions in Å:
N (2.458, 0.195, 1.710)
C (1.531, -0.333, 0.765)
O (1.207, 0.494, -0.366)
H (3.428, 0.262, 1.465)
H (2.172, 1.002, 2.237)
H (1.968, -1.214, 0.295)
H (0.691, -0.609, 1.395)
H (2.012, 0.760, -0.794)
N (-1.988, 0.804, -0.323)
C (-2.016, -0.614, -0.589)
O (-1.849, -0.992, -1.933)
H (-1.105, 1.203, -0.623)
H (-2.754, 1.346, -0.702)
H (-1.248, -0.994, 0.091)
H (-2.926, -1.060, -0.182)
H (-1.581, -0.249, -2.446)

Atomic forces in eV per Å
N 0.336 0.010 0.247
C 1.353 -0.091 -0.199
O -1.450 0.202 0.851
H 0.127 -0.024 -0.348
H -0.268 0.078 -0.067
H 0.003 -0.418 0.538
H -0.769 0.241 -0.893
H 0.617 0.055 -0.161
N -0.113 0.063 -0.197
C 0.042 0.770 1.224
O -0.415 -1.324 0.367
H 0.037 -0.015 0.196
H -0.049 -0.241 -0.116
H 0.445 -0.403 -0.638
H -0.297 0.182 -0.434
H 0.400 0.916 -0.371

The value obtained for the maximum force is 0.033 hartree/bohr. The calculation puts the HOMO energy at -9.5 eV. The energy above the lowest of the compared OMol25 structures with the same formula, charge and spin is 0.947 eV. The HOMO-LUMO gap comes out at 10.3 eV.

=====

No. 4
C2H10N2O2 | ωB97M-V/def2-TZVPD

Atoms and positions in Å:
H (0.068, -0.897, -3.106)
N (0.813, -1.200, -2.483)
C (0.572, -0.773, -1.286)
N (1.684, -0.402, -0.560)
C (1.564, -0.118, 0.867)
H (-0.444, -0.471, -1.021)
H (2.534, -0.739, -0.978)
H (0.777, -0.786, 1.213)
H (2.562, -0.247, 1.304)
H (1.267, 0.878, 1.192)
O (-1.267, 1.912, 0.658)
H (-0.980, 2.277, -0.168)
H (-2.223, 1.895, 0.642)
O (-2.149, -0.671, 0.931)
H (-1.803, 0.113, 1.375)
H (-2.974, -0.768, 1.422)

Atomic forces in eV per Å
H -0.449 -1.021 0.134
N -0.038 0.603 0.346
C 1.403 1.041 -2.442
N -1.791 0.109 0.792
C 0.513 -0.659 -0.118
H 0.331 0.101 0.870
H 0.174 0.103 0.130
H 0.439 -0.182 0.829
H -0.496 -0.515 0.278
H -0.120 0.401 -0.799
O 0.163 -0.052 0.961
H 0.155 0.259 -0.693
H -0.284 0.192 -0.315
O -0.539 0.206 0.636
H 0.672 -0.028 -0.375
H -0.134 -0.557 -0.235

The value obtained for the maximum force is 0.058 hartree/bohr. The calculation puts the HOMO energy at -8.3 eV. The energy above the lowest of the compared OMol25 structures with the same formula, charge and spin is 1.281 eV. The HOMO-LUMO gap comes out at 8.6 eV.

=====

No. 5
C2H10N2O6 | ωB97M-V/def2-TZVPD

Atoms and positions in Å:
C (0.201, -1.823, -2.418)
O (0.305, -1.005, -1.272)
N (0.144, -1.771, -0.090)
O (1.148, -1.451, 0.752)
O (-1.089, -1.309, 0.501)
H (-0.815, -2.209, -2.538)
H (0.449, -1.172, -3.253)
H (0.911, -2.652, -2.369)
H (1.266, -0.430, 0.833)
H (-1.636, -2.099, 0.585)
C (-0.935, 1.921, -0.227)
O (-0.010, 2.353, 0.752)
N (0.672, 1.256, 1.338)
O (1.826, 1.751, 1.858)
O (-0.126, 0.773, 2.401)
H (-1.267, 2.832, -0.719)
H (-1.788, 1.422, 0.238)
H (-0.456, 1.255, -0.945)
H (1.626, 2.464, 2.491)
H (-0.426, -0.105, 2.080)

Atomic forces in eV per Å
C -0.062 -0.354 0.003
O 0.017 0.506 0.948
N -0.448 -0.810 -0.707
O 0.601 1.410 0.405
O 0.363 0.615 -0.081
H 0.040 -0.001 -0.031
H -0.025 -0.026 -0.004
H -0.042 0.027 -0.032
H -0.631 -1.439 -0.592
H 0.267 -0.140 -0.090
C -0.113 -0.281 -0.111
O 0.736 0.134 0.904
N -0.539 -0.503 -0.577
O 0.073 0.218 0.148
O 0.021 0.288 -0.169
H -0.014 0.020 0.015
H 0.007 -0.027 -0.055
H -0.061 0.022 0.047
H -0.321 -0.052 -0.049
H 0.130 0.394 0.028

The value obtained for the maximum force is 0.033 hartree/bohr. The calculation puts the HOMO energy at -9.7 eV. The energy above the lowest of the compared OMol25 structures with the same formula, charge and spin is 0.000 eV. The HOMO-LUMO gap comes out at 10.3 eV.

=====

No. 6
C2H10N2OSi | ωB97M-V/def2-TZVPD

Atoms and positions in Å:
C (-0.135, -0.419, 1.645)
C (-1.208, -1.640, -1.231)
N (-3.112, 1.545, -0.497)
N (1.986, 1.731, -0.313)
O (-2.206, 0.852, 0.259)
Si (-1.431, -0.515, 0.278)
H (-0.580, -0.112, 2.589)
H (0.337, -1.385, 1.794)
H (0.632, 0.305, 1.387)
H (-2.004, -1.447, -1.950)
H (-0.259, -1.450, -1.728)
H (-1.236, -2.695, -0.969)
H (2.736, 1.544, 0.346)
H (-3.443, 2.282, 0.129)
H (1.936, 0.938, -0.945)
H (2.250, 2.540, -0.865)

Atomic forces in eV per Å
C -0.132 0.044 -0.576
C 0.131 0.726 0.104
N 0.228 -0.579 -0.500
N -0.004 -0.112 -0.024
O -1.164 2.302 -0.093
Si 0.545 -2.438 0.782
H -0.177 0.008 -0.051
H 0.043 -0.197 -0.021
H 0.164 0.154 -0.056
H -0.057 0.047 0.028
H 0.159 0.025 -0.145
H -0.045 0.032 0.236
H -0.029 0.062 -0.125
H 0.279 -0.099 0.318
H 0.067 0.108 0.041
H -0.010 -0.083 0.084

The value obtained for the maximum force is 0.051 hartree/bohr. The calculation puts the HOMO energy (alpha / beta) at -8.4 / -6.1 eV. The energy above the lowest of the compared OMol25 structures with the same formula, charge and spin is 5.548 eV. The HOMO-LUMO gap (alpha / beta) comes out at 8.7 / 6.3 eV.

=====

No. 7
C2H10N2OSi | ωB97M-V/def2-TZVPD

Atoms and positions in Å:
C (2.148, -1.092, -0.293)
C (2.522, 1.314, 0.004)
N (-2.260, -0.790, 0.386)
N (1.665, 0.289, 0.081)
O (0.668, 0.094, 0.868)
Si (-3.161, 0.586, -0.088)
H (3.093, -1.047, -0.832)
H (2.188, -1.592, 0.674)
H (1.417, -1.694, -0.854)
H (2.363, 2.164, 0.597)
H (-3.202, 1.580, 1.004)
H (3.301, 1.348, -0.691)
H (-2.747, -1.667, 0.402)
H (-1.258, -0.691, 0.626)
H (-2.334, 1.005, -1.330)
H (-4.402, 0.192, -0.554)

Atomic forces in eV per Å
C -0.102 0.529 0.220
C 1.295 3.220 1.102
N 0.277 0.345 0.347
N -2.037 -6.911 -2.053
O -0.273 2.257 0.900
Si 3.283 0.412 -0.594
H 0.019 -0.104 0.202
H 0.725 -0.221 -0.058
H 0.010 0.826 -0.137
H -0.318 0.851 0.841
H -0.184 0.274 -0.216
H 0.685 -0.424 -1.009
H 0.669 -0.350 0.314
H -1.252 -0.717 -0.198
H -0.782 0.557 0.792
H -2.014 -0.545 -0.452

Its expectation value of S² is 2.007. The value obtained for the maximum force is 0.146 hartree/bohr. The calculation puts the HOMO energy (alpha / beta) at -6.8 / -8.9 eV. The energy above the lowest of the compared OMol25 structures with the same formula, charge and spin is 0.345 eV. The spin multiplicity is 3. The HOMO-LUMO gap (alpha / beta) comes out at 7.8 / 7.1 eV.